(1)
The following is a quantum chemistry calculation of a single H2N2O3S molecule at a distorted geometry, from OMol25.

The gap between HOMO and LUMO comes out at 10.1 eV. The SMILES is O=[N+]([O-])N(O)S. As for the largest force on an atom: 3.8 eV Å⁻¹. Its relative energy (zero: lowest compared OMol25 entry of this formula, charge and spin) is 371.0 kJ/mol. The calculation puts the energy at -734.4001 a.u.

ORCA input file:
```
! wB97M-V def2-TZVPD RIJCOSX def2/J DEFGRID3
* xyz 0 1
O -2.072 1.480 -0.490
N -0.886 1.539 -0.355
O -0.162 2.499 -0.183
N -0.157 0.369 -0.637
O 1.229 0.489 -0.037
S -1.076 -1.103 -0.710
H 1.715 0.435 -0.846
H -0.559 -1.718 -1.821
*
```

(2)
The following is a quantum chemistry calculation of a single H2N2O3S molecule at a distorted geometry, from OMol25.

The gap between HOMO and LUMO comes out at 8.7 eV. The SMILES is NS(=O)(=O)N=O. As for the largest force on an atom: 6.9 eV Å⁻¹. Its relative energy (zero: lowest compared OMol25 entry of this formula, charge and spin) is 157.4 kJ/mol. The calculation puts the energy at -734.4815 a.u.

ORCA input file:
```
! wB97M-V def2-TZVPD RIJCOSX def2/J DEFGRID3
* xyz 0 1
N -0.725 -0.988 0.154
S 0.098 0.313 -0.689
O -0.571 0.796 -1.838
O 1.331 -0.449 -0.836
N 0.179 1.364 0.696
O 1.244 1.259 1.265
H -1.631 -0.862 0.606
H 0.074 -1.433 0.642
*
```